1.
Here is a structure of composition C36H26N3S5W from the Open Molecules 2025 dataset. Energies are from ωB97M-V/def2-TZVPD.

Geometry (Å):
W 0.282 -0.326 0.482
C -3.859 1.344 -0.474
C -2.745 0.491 -0.421
N -1.524 0.896 -0.134
C -1.344 2.244 0.078
C -2.410 3.156 0.105
C -3.702 2.665 -0.186
C -2.153 4.509 0.423
C -0.875 4.903 0.697
C 0.200 3.996 0.629
C -0.013 2.677 0.293
N 0.926 1.659 0.209
C 2.257 1.897 -0.090
C 2.809 3.026 -0.655
C 4.198 3.115 -0.875
C 5.044 2.101 -0.529
C 4.510 0.913 0.021
C 5.309 -0.180 0.415
C 4.711 -1.285 0.950
C 3.316 -1.329 1.044
N 2.519 -0.345 0.657
C 3.119 0.804 0.196
H -4.824 0.925 -0.723
H -2.887 -0.558 -0.620
H -4.544 3.346 -0.182
H -2.977 5.210 0.453
H -0.672 5.931 0.966
H 1.195 4.341 0.867
H 2.179 3.851 -0.950
H 4.596 4.017 -1.320
H 6.112 2.184 -0.677
H 6.384 -0.127 0.301
H 5.285 -2.137 1.285
H 2.848 -2.210 1.458
C -1.486 -7.093 -0.008
S -1.110 -5.468 0.683
C 0.259 -4.965 -0.275
C 0.906 -3.801 -0.073
S 0.416 -2.688 1.200
S 2.245 -3.442 -1.138
C 2.130 -4.868 -2.120
S 3.011 -5.124 -3.458
S 0.825 -5.918 -1.618
H -2.311 -7.470 0.592
H -0.638 -7.767 0.094
H -1.807 -7.020 -1.045
C -1.618 1.730 4.034
C -2.764 0.923 4.208
C -2.909 -0.239 3.506
C -1.933 -0.646 2.551
C -0.742 0.168 2.408
C -0.617 1.342 3.179
C -2.153 -1.703 1.671
C -1.170 -1.897 0.611
C -1.487 -2.320 -0.786
C -2.598 -3.063 -1.164
C -2.858 -3.295 -2.508
C -2.016 -2.787 -3.487
C -0.900 -2.041 -3.127
C -0.648 -1.817 -1.785
H -1.513 2.645 4.602
H -3.530 1.229 4.909
H -3.792 -0.852 3.636
H 0.317 -0.379 2.336
H 0.289 1.929 3.097
H -3.054 -2.302 1.745
H -3.261 -3.457 -0.403
H -3.726 -3.876 -2.793
H -2.222 -2.972 -4.532
H -0.231 -1.654 -3.883
H 0.298 -1.293 -1.546

Energy above the lowest of the compared OMol25 structures with the same formula, charge and spin in kJ/mol: 15.9
Strongest force on any atom in eV/A: 1.041
Expectation value of S²: 2.09
Spin multiplicity: 3
Highest occupied orbital energy (spin up / spin down) in eV: -9.443 / -9.629
Net charge: +1

Mulliken atomic charge list, values in e, 5 entries:
1 W -0.270
2 C -1.315
3 C 0.663
4 N 0.036
5 C 0.023

---

2.
Here is a structure of composition C36H27BrIrN4O2PS from the Open Molecules 2025 dataset. Energies are from ωB97M-V/def2-TZVPD.

Geometry (Å):
Ir -0.583 0.185 0.913
O -1.012 -2.868 -1.745
C -0.303 -1.899 -1.891
O -0.311 -0.837 -1.089
C 0.675 -1.776 -2.984
C 0.757 -2.658 -4.044
C 1.712 -2.431 -5.030
C 2.567 -1.340 -4.939
C 2.500 -0.470 -3.859
C 1.531 -0.691 -2.883
P 1.269 0.404 -1.492
C 2.858 1.167 -1.162
C 3.965 0.320 -0.991
C 5.193 0.871 -0.682
C 5.309 2.247 -0.506
C 4.203 3.082 -0.660
C 2.964 2.547 -0.953
C 0.135 1.710 -2.037
C 0.457 2.383 -3.217
C -0.379 3.387 -3.680
C -1.516 3.736 -2.966
C -1.828 3.082 -1.779
C -1.002 2.069 -1.326
H 0.080 -3.500 -4.094
H 1.793 -3.104 -5.872
H 3.298 -1.163 -5.717
H 3.184 0.365 -3.790
H 3.861 -0.750 -1.130
H 6.059 0.232 -0.571
H 6.268 2.674 -0.243
H 4.311 4.153 -0.548
H 2.100 3.189 -1.066
H 1.348 2.114 -3.771
H -0.137 3.901 -4.601
H -2.170 4.516 -3.331
H -2.708 3.369 -1.219
H -1.258 1.533 -0.390
N -3.496 -2.694 2.593
C -4.190 -3.462 1.662
C -4.980 -4.520 2.090
C -5.684 -5.266 1.161
C -5.602 -4.968 -0.201
C -4.815 -3.922 -0.639
C -4.110 -3.164 0.293
S -3.166 -1.809 -0.245
N -2.375 -1.297 1.101
C -2.618 -1.724 2.313
C -1.922 -1.048 3.419
C -2.116 -1.372 4.754
C -1.472 -0.631 5.735
C -0.680 0.434 5.353
C -0.540 0.699 3.999
N -1.123 -0.036 3.054
H -3.658 -2.933 3.559
H -5.044 -4.758 3.145
H -6.307 -6.082 1.499
H -6.163 -5.553 -0.916
H -4.750 -3.687 -1.694
H -2.763 -2.177 5.069
H -1.607 -0.880 6.779
H -0.181 1.055 6.083
H 0.049 1.538 3.659
Br 4.345 4.372 3.031
C 2.999 3.254 2.351
C 1.793 3.787 1.905
C 0.815 2.927 1.449
N 0.984 1.599 1.416
C 2.157 1.089 1.825
C 3.184 1.876 2.298
H 1.615 4.853 1.926
H -0.138 3.310 1.110
H 2.262 0.013 1.783
H 4.111 1.426 2.626

Energy above the lowest of the compared OMol25 structures with the same formula, charge and spin in kJ/mol: 197.8
Strongest force on any atom in eV/A: 3.004
Expectation value of S²: 0.76
Spin multiplicity: 2
Highest occupied orbital energy (spin up / spin down) in eV: -15.670 / -15.667
Net charge: +3

Mulliken atomic charge list, values in e, 5 entries:
1 Ir 0.731
2 O -0.661
3 C 0.237
4 O -0.636
5 C -0.332

---

3.
Here is a structure of composition C36H27Cl2FNO2PTi from the Open Molecules 2025 dataset. Energies are from ωB97M-V/def2-TZVPD.

Geometry (Å):
Ti 0.101 1.720 0.175
C -3.554 1.151 1.037
P -2.078 0.171 0.613
C -2.525 -0.466 -1.047
C -3.181 -1.677 -1.258
C -3.503 -2.087 -2.546
C -3.178 -1.289 -3.634
C -2.538 -0.073 -3.433
C -2.213 0.333 -2.148
C -2.178 -1.276 1.701
C -1.339 -2.362 1.437
C -1.320 -3.459 2.282
C -2.125 -3.474 3.416
C -2.943 -2.390 3.698
C -2.971 -1.292 2.843
H -4.433 0.512 1.084
H -3.679 1.901 0.261
H -3.409 1.672 1.985
H -3.444 -2.306 -0.416
H -4.011 -3.033 -2.697
H -3.422 -1.614 -4.638
H -2.283 0.556 -4.278
H -1.716 1.285 -2.015
H -0.685 -2.320 0.574
H -0.666 -4.296 2.065
H -2.107 -4.327 4.085
H -3.565 -2.396 4.586
H -3.618 -0.454 3.075
Cl 0.843 9.414 -1.839
C 0.918 7.700 -1.580
C 1.618 7.210 -0.488
C 1.672 5.842 -0.283
C 1.033 4.980 -1.167
C 0.335 5.485 -2.257
C 0.274 6.852 -2.469
C 1.055 3.521 -0.929
O 0.468 2.710 -1.692
O 1.576 3.046 0.156
H 2.108 7.898 0.189
H 2.205 5.433 0.565
H -0.158 4.796 -2.930
H -0.268 7.263 -3.310
F -1.291 2.857 0.277
N 3.953 -7.070 -2.899
C 3.501 -6.063 -2.576
C 2.927 -4.798 -2.169
C 3.754 -3.721 -1.863
C 3.201 -2.517 -1.467
C 1.815 -2.370 -1.365
C 0.993 -3.453 -1.686
C 1.543 -4.658 -2.084
C 1.260 -1.120 -0.928
C 0.789 -0.061 -0.561
H 4.827 -3.835 -1.936
H 3.838 -1.675 -1.226
H -0.083 -3.340 -1.645
H 0.906 -5.496 -2.334
Cl 3.955 -3.208 2.597
C 2.977 -1.769 2.579
C 3.513 -0.579 2.112
C 2.713 0.547 2.063
C 1.373 0.515 2.466
C 0.503 1.709 2.267
C 0.887 -0.679 2.992
C 1.674 -1.820 3.044
H 4.543 -0.546 1.779
H 3.122 1.472 1.676
H 1.006 2.640 2.506
H -0.439 1.649 2.806
H -0.132 -0.725 3.359
H 1.277 -2.747 3.440

Energy above the lowest of the compared OMol25 structures with the same formula, charge and spin in kJ/mol: 10.2
Strongest force on any atom in eV/A: 1.413
Highest occupied orbital energy in eV: -8.075

Mulliken atomic charge list, values in e, 5 entries:
1 Ti -0.487
2 C -1.673
3 P 2.074
4 C 0.447
5 C -0.445

---

Values for total energy, eV, ordered as above
-98219.524, -140804.079, -103523.669